# 1
This record from the Open Molecules 2025 dataset describes a 13-piece molecular cluster, C15H57ClO12Si overall. The level of theory is the ωB97M-V functional and the def2-TZVPD basis.

Last column: Löwdin charge in e.
Atoms and positions in Å:
1 Si -0.667 4.075 -1.527  0.66
2 C -0.350 2.272 -1.113  -0.38
3 C 0.969 1.776 -1.730  -0.34
4 C 0.770 1.360 -3.179  -0.57
5 Cl 2.260 1.582 -4.166  0.57
6 H -2.105 4.339 -1.782  -0.08
7 H 0.063 4.395 -2.781  -0.06
8 H -0.129 4.952 -0.465  -0.08
9 H -1.184 1.659 -1.468  0.06
10 H -0.323 2.139 -0.030  0.06
11 H 1.714 2.577 -1.716  0.08
12 H 1.391 0.959 -1.143  0.09
13 H 0.009 1.970 -3.663  0.06
14 H 0.489 0.313 -3.279  0.06
15 C 3.661 -0.550 0.032  -0.13
16 O 2.585 -0.110 0.863  -0.14
17 H 3.959 0.301 -0.577  0.08
18 H 4.518 -0.875 0.627  0.08
19 H 3.342 -1.360 -0.627  0.07
20 H 2.292 -0.863 1.385  0.08
21 C -2.885 -0.828 0.327  -0.14
22 O -1.654 -0.190 0.679  -0.13
23 H -3.274 -0.289 -0.533  0.07
24 H -2.706 -1.870 0.063  0.06
25 H -3.628 -0.784 1.124  0.08
26 H -1.277 -0.669 1.423  0.08
27 C -1.194 -2.475 -2.361  -0.16
28 O -0.438 -2.424 -1.162  -0.13
29 H -1.356 -3.523 -2.606  0.08
30 H -2.169 -1.992 -2.243  0.07
31 H -0.673 -2.007 -3.200  0.06
32 H -0.317 -1.497 -0.927  0.05
33 C -1.384 -3.521 -6.026  -0.16
34 O -2.333 -2.671 -5.399  -0.13
35 H -0.425 -3.009 -5.977  0.08
36 H -1.287 -4.481 -5.511  0.08
37 H -1.626 -3.705 -7.076  0.07
38 H -3.193 -3.099 -5.426  0.08
39 C -4.705 2.467 -0.391  -0.16
40 O -5.443 1.260 -0.249  -0.13
41 H -3.802 2.222 -0.946  0.06
42 H -5.262 3.220 -0.954  0.08
43 H -4.411 2.884 0.576  0.08
44 H -6.247 1.452 0.242  0.07
45 C 0.562 4.967 2.483  -0.18
46 O -0.831 5.197 2.644  -0.13
47 H 0.660 4.024 1.948  0.06
48 H 1.039 5.751 1.890  0.07
49 H 1.077 4.876 3.442  0.08
50 H -0.952 6.028 3.111  0.07
51 C 1.348 2.955 -7.681  -0.18
52 O 2.669 3.451 -7.540  -0.13
53 H 0.891 3.492 -8.510  0.08
54 H 1.332 1.886 -7.910  0.07
55 H 0.752 3.131 -6.781  0.06
56 H 3.079 2.996 -6.798  0.05
57 C 3.553 -2.653 -3.339  -0.16
58 O 2.315 -1.980 -3.162  -0.14
59 H 3.460 -3.627 -2.865  0.08
60 H 3.786 -2.798 -4.397  0.08
61 H 4.379 -2.108 -2.871  0.07
62 H 2.393 -1.116 -3.576  0.02
63 C 1.481 1.535 3.924  -0.16
64 O 2.878 1.379 3.723  -0.12
65 H 1.356 2.313 4.677  0.08
66 H 0.960 1.855 3.018  0.07
67 H 1.017 0.616 4.296  0.08
68 H 2.993 0.722 3.025  0.05
69 C 3.126 -0.731 6.794  -0.15
70 O 1.940 0.025 6.985  -0.12
71 H 2.975 -1.687 7.292  0.06
72 H 3.330 -0.921 5.737  0.07
73 H 4.002 -0.253 7.240  0.08
74 H 2.055 0.873 6.545  0.06
75 C 1.665 -3.962 8.639  -0.18
76 O 0.551 -3.094 8.758  -0.12
77 H 1.403 -4.881 9.159  0.08
78 H 1.886 -4.206 7.595  0.07
79 H 2.562 -3.544 9.106  0.07
80 H 0.746 -2.263 8.311  0.06
81 C -5.327 -3.840 1.457  -0.16
82 O -3.914 -3.835 1.327  -0.13
83 H -5.574 -3.094 2.210  0.08
84 H -5.827 -3.566 0.524  0.08
85 H -5.708 -4.808 1.793  0.07
86 H -3.664 -4.486 0.666  0.08

Forces on atoms 1 to 3 (eV/Å):
Si 0.02 -0.02 -0.18
C 0.00 -0.12 -0.05
C 0.23 0.15 0.02

The net charge is 0.

=====

# 2
This record from the Open Molecules 2025 dataset describes a 14-piece molecular cluster, C15H58N12O14 overall. The level of theory is the ωB97M-V functional and the def2-TZVPD basis.

Last column: Löwdin charge in e.
Atoms and positions in Å:
1 C 1.264 -0.824 8.627  -0.04
2 C 2.243 -1.001 7.414  -0.27
3 O 2.468 0.272 6.869  -0.09
4 H 1.022 -1.727 9.120  0.06
5 H 0.382 -0.507 8.057  0.06
6 H 1.640 0.026 9.208  0.08
7 H 1.918 -1.583 6.592  0.09
8 H 3.159 -1.438 7.706  0.09
9 H 3.148 0.277 6.229  0.08
10 C -2.306 -3.081 9.583  -0.63
11 O -3.157 -2.648 10.494  -0.04
12 N -2.001 -4.405 9.400  0.10
13 N -1.940 -2.422 8.521  0.16
14 H -2.333 -4.986 10.254  0.15
15 H -1.427 -4.766 8.613  0.10
16 H -2.093 -1.404 8.612  0.07
17 H -1.410 -2.801 7.735  0.11
18 C -5.496 2.966 12.750  -0.56
19 O -4.402 2.490 11.993  -0.16
20 N -6.431 3.692 12.155  0.15
21 N -5.582 2.743 14.000  0.20
22 H -6.287 3.743 11.122  0.07
23 H -7.244 4.276 12.520  0.15
24 H -4.865 2.235 14.454  0.07
25 H -6.412 2.969 14.466  0.11
26 C -3.057 0.728 8.857  -0.59
27 O -4.144 0.869 8.059  -0.10
28 N -3.265 0.689 10.132  0.24
29 N -1.810 0.404 8.493  0.11
30 H -4.158 0.763 10.447  0.05
31 H -2.519 0.414 10.732  0.07
32 H -1.747 0.213 7.449  0.07
33 H -1.066 0.951 8.960  0.04
34 C -7.006 0.087 6.089  -0.63
35 O -7.450 1.391 5.901  -0.13
36 N -7.053 -0.839 5.144  0.11
37 N -6.695 -0.502 7.198  0.15
38 H -7.153 -0.391 4.230  0.11
39 H -6.331 -1.593 5.213  0.12
40 H -6.370 0.158 7.873  0.04
41 H -5.922 -1.285 7.116  0.17
42 C -1.703 2.558 14.131  -0.57
43 O -2.794 2.185 14.892  -0.12
44 N -0.555 2.914 14.642  0.15
45 N -1.656 2.478 12.811  0.16
46 H -0.359 2.866 15.681  0.16
47 H 0.213 3.135 14.049  0.10
48 H -2.544 2.473 12.317  0.07
49 H -0.832 2.727 12.274  0.11
50 C 0.889 2.967 8.973  -0.59
51 O -0.162 2.164 9.325  -0.12
52 N 1.870 2.521 8.318  0.18
53 N 1.003 4.257 9.205  0.17
54 H 1.909 1.616 7.922  0.04
55 H 2.711 3.094 8.091  0.15
56 H 0.266 4.713 9.766  0.08
57 H 1.910 4.797 9.030  0.15
58 C -6.702 3.398 8.722  -0.11
59 O -5.530 3.294 9.546  -0.15
60 H -6.668 4.081 7.917  0.06
61 H -7.502 3.746 9.429  0.08
62 H -7.040 2.415 8.366  0.06
63 H -5.011 2.623 9.147  0.02
64 C -1.394 2.665 6.039  -0.18
65 O -1.265 3.802 5.262  -0.12
66 H -0.374 2.377 6.353  0.08
67 H -1.722 1.991 5.320  0.04
68 H -2.202 2.731 6.842  0.11
69 H -1.573 3.634 4.352  0.09
70 C -0.241 -0.269 11.633  -0.16
71 O -1.542 -0.307 12.069  -0.10
72 H -0.028 -0.946 10.827  0.05
73 H 0.483 -0.675 12.346  0.09
74 H -0.035 0.735 11.301  0.06
75 H -1.613 0.515 12.511  0.02
76 C -6.319 -0.750 10.565  -0.13
77 O -6.652 0.400 9.873  -0.18
78 H -7.044 -1.431 10.210  0.07
79 H -6.509 -0.399 11.573  0.09
80 H -5.347 -1.131 10.384  0.06
81 H -7.526 0.834 10.071  0.13
82 C -2.282 4.138 9.823  -0.16
83 O -1.288 4.750 10.574  -0.17
84 H -2.152 3.090 10.080  0.04
85 H -2.052 4.200 8.739  0.09
86 H -3.294 4.549 10.039  0.10
87 H -1.598 5.316 11.327  0.13
88 C -0.762 -0.478 5.111  -0.14
89 O -1.911 -0.496 5.952  -0.17
90 H -0.275 -1.481 5.262  0.09
91 H -0.153 0.429 5.402  0.08
92 H -0.978 -0.386 4.024  0.09
93 H -2.604 -1.046 5.540  0.12
94 C -4.444 -0.636 13.807  -0.22
95 O -4.373 -1.725 13.010  -0.08
96 H -3.488 -0.231 14.216  0.08
97 H -5.235 -0.822 14.573  0.10
98 H -4.822 0.209 13.178  0.05
99 H -3.746 -1.431 12.430  -0.02

Forces on atoms 1 to 3 (eV/Å):
C 0.65 1.17 -3.51
C -0.23 -0.03 1.25
O -0.96 1.30 0.86

The net charge is 0. Its relative energy (zero: lowest compared OMol25 entry of this formula, charge and spin) is 1243.4 kJ/mol.

=====

# 3
This record from the Open Molecules 2025 dataset describes a 15-piece molecular cluster, C15H60O15 overall. The level of theory is the ωB97M-V functional and the def2-TZVPD basis.

Last column: Löwdin charge in e.
Atoms and positions in Å:
1 C 1.531 24.359 10.172  -0.12
2 O 1.332 25.558 9.443  -0.15
3 H 2.578 24.115 9.968  0.09
4 H 1.394 24.488 11.242  0.09
5 H 0.961 23.532 9.745  0.06
6 H 1.480 25.381 8.504  0.05
7 C -1.480 26.258 11.172  -0.12
8 O -0.927 26.993 10.079  -0.15
9 H -1.744 25.226 10.926  0.07
10 H -0.747 26.160 11.976  0.08
11 H -2.365 26.748 11.572  0.07
12 H -0.095 26.556 9.830  0.04
13 C 1.147 23.402 6.306  -0.12
14 O 1.302 24.756 6.705  -0.14
15 H 2.098 22.892 6.149  0.09
16 H 0.701 22.894 7.162  0.06
17 H 0.428 23.317 5.490  0.09
18 H 1.859 25.153 6.025  0.04
19 C 2.077 31.107 4.880  -0.15
20 O 1.559 30.218 5.826  -0.17
21 H 3.142 31.237 5.069  0.08
22 H 1.989 30.629 3.901  0.08
23 H 1.537 32.051 4.976  0.08
24 H 0.688 29.891 5.556  0.03
25 C 2.539 27.359 4.911  -0.13
26 O 2.605 26.040 4.388  -0.14
27 H 1.588 27.511 5.420  0.07
28 H 3.407 27.562 5.538  0.09
29 H 2.538 28.014 4.038  0.09
30 H 3.101 26.043 3.568  0.09
31 C -1.990 31.319 7.484  -0.11
32 O -2.249 32.199 8.573  -0.12
33 H -2.628 30.442 7.554  0.06
34 H -2.231 31.846 6.559  0.08
35 H -0.946 31.006 7.439  0.08
36 H -1.857 33.065 8.448  0.09
37 C -5.035 29.067 6.847  -0.15
38 O -3.892 28.871 6.060  -0.15
39 H -5.815 29.689 6.411  0.08
40 H -5.444 28.107 7.171  0.07
41 H -4.688 29.590 7.745  0.07
42 H -3.247 28.377 6.588  0.01
43 C -2.568 29.419 10.657  -0.17
44 O -3.422 30.551 10.574  -0.11
45 H -1.518 29.632 10.446  0.08
46 H -2.581 28.985 11.658  0.07
47 H -2.846 28.610 9.978  0.05
48 H -3.053 31.164 9.925  0.02
49 C -1.835 23.561 8.315  -0.15
50 O -2.787 22.935 9.131  -0.10
51 H -1.973 23.420 7.241  0.08
52 H -1.819 24.635 8.508  0.07
53 H -0.827 23.235 8.578  0.05
54 H -2.598 21.993 9.105  0.10
55 C -1.537 30.629 3.945  -0.14
56 O -0.983 29.705 4.832  -0.17
57 H -2.626 30.636 3.877  0.09
58 H -1.130 31.618 4.156  0.08
59 H -1.111 30.346 2.976  0.08
60 H -1.208 28.799 4.591  0.03
61 C -0.835 26.051 3.102  -0.10
62 O -1.411 27.361 3.289  -0.13
63 H -0.994 25.752 2.066  0.09
64 H 0.219 26.079 3.373  0.06
65 H -1.318 25.303 3.735  0.06
66 H -2.012 27.439 2.545  0.09
67 C -1.074 27.478 6.915  -0.13
68 O -2.224 27.500 7.729  -0.15
69 H -1.418 27.432 5.882  0.06
70 H -0.407 28.329 7.071  0.07
71 H -0.517 26.571 7.166  0.07
72 H -1.953 27.260 8.632  0.04
73 C -3.607 25.164 5.665  -0.14
74 O -3.805 24.363 4.500  -0.12
75 H -2.530 25.291 5.759  0.06
76 H -4.120 26.124 5.597  0.08
77 H -3.965 24.607 6.534  0.07
78 H -4.736 24.419 4.271  0.07
79 C -4.802 25.466 9.389  -0.15
80 O -5.376 24.156 9.413  -0.12
81 H -5.264 26.069 10.171  0.08
82 H -3.726 25.426 9.562  0.05
83 H -4.929 25.972 8.430  0.06
84 H -4.641 23.532 9.443  0.03
85 C 1.900 28.914 9.145  -0.16
86 O 2.930 29.539 8.417  -0.12
87 H 1.222 29.672 9.544  0.08
88 H 1.273 28.274 8.517  0.05
89 H 2.284 28.221 9.891  0.08
90 H 2.631 29.703 7.517  0.03

Forces on atoms 1 to 3 (eV/Å):
C 1.37 -0.25 -1.17
O -0.74 0.59 0.54
H 0.11 -0.44 0.58

The net charge is 0. Its relative energy (zero: lowest compared OMol25 entry of this formula, charge and spin) is 609.5 kJ/mol.

=====

no.,largest force on an atom (eV Å⁻¹),lowest unoccupied orbital energy (eV),HOMO energy (eV)
1,0.29,0.36,-9.91
2,7.84,-0.08,-8.31
3,1.81,0.19,-9.32